Record 1
C45H37IrNO5P2S as an isolated structure in a non-equilibrium geometry. Source: OMol25; level of theory: wB97M-V/def2-TZVPD.

The geometry in ORCA input format:
```
! wB97M-V def2-TZVPD RIJCOSX def2/J DEFGRID3
* xyz 2 2
Ir -1.03 -0.23 0.90
C 1.85 -0.94 -5.52
C 0.78 -0.16 -4.79
C -1.33 -0.80 -4.54
C -2.26 0.24 -3.90
C -1.62 0.70 -2.60
C 0.36 1.47 -3.07
C 1.16 1.14 -4.25
S -2.62 0.74 -1.12
O -3.97 1.08 -1.40
O -1.89 1.61 -0.18
N -2.43 -0.81 -0.63
C -3.53 -1.54 -0.22
C -3.48 -1.83 1.38
O -4.34 -2.55 1.81
O -2.53 -1.25 1.96
H 1.47 -1.91 -5.84
H 2.72 -1.11 -4.88
H 2.18 -0.39 -6.40
H -1.81 -1.74 -4.80
H -3.31 -0.03 -3.86
H 0.87 2.11 -2.34
H 1.81 1.83 -4.75
H -3.56 -2.55 -0.65
H -4.47 -1.01 -0.41
O 1.77 1.19 1.22
C 2.36 0.96 2.43
C 3.72 0.99 2.71
C 4.16 0.76 4.01
C 3.27 0.48 5.03
C 1.92 0.39 4.75
C 1.46 0.64 3.46
P -0.27 0.44 3.02
C -1.10 2.04 2.95
C -2.50 2.01 2.87
C -3.21 3.17 2.65
C -2.53 4.37 2.50
C -1.14 4.41 2.60
C -0.42 3.25 2.81
C -1.04 -0.54 4.33
C -0.91 -1.93 4.27
C -1.54 -2.72 5.20
C -2.31 -2.14 6.20
C -2.42 -0.75 6.27
C -1.80 0.05 5.34
C 2.54 1.21 0.07
C 3.64 2.03 -0.11
C 4.42 1.88 -1.25
C 4.10 0.93 -2.21
C 2.94 0.18 -2.07
C 2.14 0.33 -0.94
P 0.50 -0.45 -0.88
C 0.83 -2.23 -0.94
C -0.19 -3.12 -1.30
C 0.05 -4.48 -1.27
C 1.28 -4.97 -0.87
C 2.29 -4.09 -0.49
C 2.06 -2.73 -0.51
C -0.20 0.11 -2.52
C -1.11 1.98 -3.25
C -1.89 1.60 -4.56
C -1.11 1.28 -5.75
C -0.59 -0.07 -5.68
C -0.05 -0.87 -3.69
H 4.45 1.17 1.94
H 5.22 0.80 4.22
H 3.62 0.32 6.03
H 1.21 0.12 5.52
H -3.02 1.06 2.98
H -4.28 3.15 2.59
H -3.08 5.28 2.30
H -0.62 5.35 2.50
H 0.66 3.28 2.88
H -0.33 -2.37 3.46
H -1.45 -3.79 5.15
H -2.83 -2.76 6.91
H -3.00 -0.30 7.06
H -1.88 1.13 5.40
H 3.89 2.79 0.61
H 5.28 2.51 -1.39
H 4.74 0.78 -3.06
H 2.67 -0.54 -2.82
H -1.15 -2.73 -1.61
H -0.74 -5.17 -1.55
H 1.46 -6.03 -0.84
H 3.25 -4.47 -0.17
H 2.84 -2.04 -0.21
H -1.31 2.97 -2.84
H -2.71 2.29 -4.72
H -0.87 1.98 -6.53
H -0.46 -0.58 -6.63
H 0.29 -1.87 -3.43
*
```

Properties
Largest force on an atom   0.097 hartree/bohr
⟨S²⟩   0.755
HOMO (alpha / beta)   -12.983 / -12.985 eV
HOMO-LUMO gap (alpha / beta)   4.47 / 4.52 eV

---

Record 2
A 2-piece molecular cluster, C2H5O overall in a non-equilibrium geometry. Source: OMol25; level of theory: wB97M-V/def2-TZVPD.

The geometry in ORCA input format:
```
! wB97M-V def2-TZVPD RIJCOSX def2/J DEFGRID3
* xyz -1 1
H -0.04 2.37 0.29
C -0.32 -0.04 0.34
C 0.86 -0.59 0.00
O -1.47 -0.14 -0.38
H -0.55 0.22 1.38
H 1.69 -0.56 0.71
H 1.09 -0.85 -1.04
H -1.26 -0.40 -1.29
*
```

Properties
Largest force on an atom   0.025 hartree/bohr
HOMO   -0.667 eV
ΔE to the lowest compared entry with this formula, charge and spin   60.25 kcal/mol
HOMO-LUMO gap   5.00 eV

---

Record 3
C35H52AsP3SeY as an isolated structure in a non-equilibrium geometry. Source: OMol25; level of theory: wB97M-V/def2-TZVPD.

The geometry in ORCA input format:
```
! wB97M-V def2-TZVPD RIJCOSX def2/J DEFGRID3
* xyz 3 1
Y 0.04 0.36 -0.31
P 0.37 2.86 1.04
P -2.51 1.23 -0.81
P 2.73 0.50 -0.82
H -1.38 -2.63 -9.36
C -0.52 -3.29 -9.19
C -0.68 -4.56 -8.78
H -1.68 -4.99 -8.61
C 0.49 4.46 0.12
C -1.02 3.19 2.20
C 1.85 2.95 2.12
C -3.09 0.07 -2.14
C -3.72 0.99 0.54
C -2.90 2.89 -1.49
C 2.94 -0.80 -2.13
C 3.80 -0.05 0.54
C 3.57 1.97 -1.51
H 0.47 -2.88 -9.39
H 0.18 -5.23 -8.64
H 0.51 5.30 0.84
H -0.37 4.56 -0.55
H 1.41 4.46 -0.48
H -0.75 4.02 2.87
H -1.23 2.30 2.81
H -1.93 3.46 1.64
H 1.82 3.87 2.72
H 2.76 2.95 1.50
H 1.89 2.08 2.79
H -4.19 0.02 -2.13
H -2.68 -0.93 -1.95
H -2.73 0.40 -3.12
H -4.59 1.64 0.38
H -3.24 1.25 1.49
H -4.03 -0.06 0.59
H -3.99 3.00 -1.58
H -2.42 3.00 -2.47
H -2.51 3.66 -0.82
H 4.00 -1.09 -2.19
H 2.59 -0.42 -3.10
H 2.33 -1.67 -1.86
H 4.84 -0.09 0.21
H 3.48 -1.03 0.90
H 3.71 0.66 1.37
H 4.66 1.83 -1.47
H 3.31 2.85 -0.91
H 3.25 2.14 -2.54
C 0.22 1.01 -4.25
C -0.21 -0.34 -4.26
C -0.26 -1.07 -5.43
C 0.12 -0.49 -6.65
C 0.54 0.85 -6.67
C 0.59 1.59 -5.49
Se 0.28 1.96 -2.63
H -0.18 -1.32 -1.31
H -0.49 -0.80 -3.31
H -0.59 -2.12 -5.40
H 0.08 -1.08 -7.57
H 0.84 1.31 -7.62
H 0.91 2.63 -5.50
C -1.64 1.37 6.72
C -0.42 1.81 6.18
C 0.03 1.29 4.97
C -0.73 0.33 4.26
C -1.97 -0.06 4.79
C -2.40 0.44 6.02
As -0.08 -0.38 2.53
C 1.56 -1.31 3.08
C 1.85 -2.57 2.52
C 3.04 -3.22 2.84
C 3.97 -2.61 3.69
C 3.72 -1.33 4.19
C 2.52 -0.67 3.88
C -1.26 -1.94 2.36
C -1.36 -2.83 3.43
C -2.29 -3.88 3.38
C -3.10 -4.04 2.25
C -2.97 -3.17 1.16
C -2.04 -2.14 1.20
H -1.98 1.77 7.67
H 0.18 2.55 6.71
H 0.98 1.66 4.57
H -2.60 -0.77 4.26
H -3.35 0.10 6.44
H 1.14 -3.03 1.83
H 3.25 -4.20 2.43
H 4.89 -3.12 3.96
H 4.45 -0.83 4.82
H 2.36 0.33 4.25
H -0.74 -2.71 4.31
H -2.39 -4.56 4.22
H -3.84 -4.84 2.21
H -3.60 -3.29 0.27
H -1.91 -1.49 0.32
*
```

Properties
Largest force on an atom   0.039 hartree/bohr
HOMO (alpha / beta)   -15.380 / -15.380 eV
HOMO-LUMO gap (alpha / beta)   2.80 / 2.84 eV

---

Record 4
C3H5O2Si as an isolated structure in a non-equilibrium geometry. Source: OMol25; level of theory: wB97M-V/def2-TZVPD.

The geometry in ORCA input format:
```
! wB97M-V def2-TZVPD RIJCOSX def2/J DEFGRID3
* xyz -1 1
C -1.52 -1.05 0.53
C -1.10 -0.18 -0.33
C 2.21 -0.02 -0.10
O 2.10 -1.19 -0.48
O 3.00 0.72 0.42
Si 0.09 1.27 -0.19
H -2.08 -2.05 0.14
H -1.42 -1.01 1.58
H -1.18 -0.59 -1.34
H -0.11 1.85 1.15
H 0.01 2.24 -1.39
*
```

Properties
Largest force on an atom   0.085 hartree/bohr
HOMO   -2.646 eV
ΔE to the lowest compared entry with this formula, charge and spin   15.67 kcal/mol
HOMO-LUMO gap   6.86 eV

---

Record 5
A 3-piece molecular cluster, C26H30Cl2N3O13P2 overall in a non-equilibrium geometry. Source: OMol25; level of theory: wB97M-V/def2-TZVPD.

The geometry in ORCA input format:
```
! wB97M-V def2-TZVPD RIJCOSX def2/J DEFGRID3
* xyz 1 1
C 5.17 -0.73 0.50
C 3.78 -0.91 -0.02
Cl 3.47 -2.52 -0.61
C 2.79 -0.02 -0.07
Cl 3.11 1.60 0.46
C 1.39 -0.36 -0.62
C 0.51 0.88 -0.88
N -0.63 1.00 0.09
C -1.22 2.38 0.06
C -1.29 3.04 -1.32
O -2.32 4.01 -1.21
C -0.14 0.62 1.48
P -1.31 0.93 2.88
O -0.92 0.07 3.99
O -2.81 0.68 2.38
O -1.23 2.49 3.14
C 0.19 -0.89 1.50
P 1.45 -1.17 2.86
O 2.22 0.07 3.13
N 0.75 -1.37 0.23
C -0.10 -2.30 -0.46
C -1.01 -1.95 -1.45
C -1.77 -2.95 -2.04
N -1.68 -4.23 -1.70
C -0.82 -4.55 -0.75
C 0.00 -3.63 -0.11
H 5.46 -1.61 1.07
H 5.88 -0.64 -0.33
H 5.24 0.14 1.16
H 1.56 -0.84 -1.58
H 0.07 0.79 -1.88
H 1.07 1.81 -0.85
H -1.36 0.33 -0.15
H -0.64 3.00 0.75
H -2.24 2.34 0.43
H -0.35 3.55 -1.54
H -1.52 2.31 -2.10
H -2.89 3.98 -1.98
H 0.74 1.24 1.67
H -2.93 0.31 1.50
H -2.11 2.91 3.20
H -0.71 -1.46 1.72
H 2.22 -2.20 2.28
H 0.74 -1.69 3.94
H -1.14 -0.93 -1.80
H -2.48 -2.70 -2.82
H -0.75 -5.60 -0.48
H 0.70 -3.93 0.66
C 5.74 -5.88 3.05
C 5.24 -6.90 3.76
C 3.90 -7.52 3.45
O 3.55 -8.46 4.14
C 3.12 -6.97 2.35
C 3.62 -5.95 1.65
C 4.97 -5.34 1.95
O 5.32 -4.42 1.24
O 2.97 -5.39 0.64
O 5.87 -7.46 4.78
H 6.70 -5.43 3.27
H 2.16 -7.42 2.14
H 3.53 -4.68 0.27
H 5.29 -8.18 5.11
C -4.90 6.48 -2.44
C -5.06 7.81 -2.55
C -5.48 8.46 -3.85
O -5.60 9.67 -3.83
C -5.69 7.62 -5.01
C -5.52 6.29 -4.90
C -5.13 5.65 -3.59
O -5.00 4.43 -3.59
O -5.69 5.44 -5.90
O -4.86 8.65 -1.56
H -4.61 5.99 -1.52
H -5.97 8.09 -5.94
H -5.52 4.55 -5.54
H -5.05 9.55 -1.92
*
```

Properties
Largest force on an atom   0.021 hartree/bohr
HOMO   -11.487 eV
HOMO-LUMO gap   8.10 eV

---

Record 6
A 2-piece molecular cluster, C2H4IN overall in a non-equilibrium geometry. Source: OMol25; level of theory: wB97M-V/def2-TZVPD.

The geometry in ORCA input format:
```
! wB97M-V def2-TZVPD RIJCOSX def2/J DEFGRID3
* xyz 0 1
C 0.80 0.44 -0.52
C 1.38 0.35 0.67
N 0.23 0.52 -1.59
I -3.76 -1.92 0.74
H 1.49 1.27 1.13
H -2.60 -0.88 0.65
H 1.61 -0.41 1.29
H 0.86 0.64 -2.37
*
```

Properties
Structure (SMILES)   C=C=N.I
Largest force on an atom   0.062 hartree/bohr
HOMO   -9.360 eV
ΔE to the lowest compared entry with this formula, charge and spin   30.50 kcal/mol
HOMO-LUMO gap   10.10 eV

---

Record 7
C13H23ClNPZr as an isolated structure in a non-equilibrium geometry. Source: OMol25; level of theory: wB97M-V/def2-TZVPD.

The geometry in ORCA input format:
```
! wB97M-V def2-TZVPD RIJCOSX def2/J DEFGRID3
* xyz 2 1
C -2.63 0.05 -2.28
C -2.31 -1.08 -1.54
C -1.63 -0.97 -0.32
C -1.22 0.30 0.11
C -1.45 1.44 -0.71
C -2.20 1.31 -1.88
C -1.34 -2.22 0.45
C -0.37 -3.17 -0.32
N 1.00 -2.72 -0.40
Zr -1.22 0.97 2.19
C -0.78 2.75 -0.37
P 0.53 2.34 0.93
H -2.59 -2.07 -1.89
H -2.43 2.20 -2.47
H -3.21 -0.06 -3.19
H -1.46 3.54 0.01
H -0.22 3.19 -1.22
H -0.91 -2.01 1.44
H -2.28 -2.76 0.64
H -0.35 -4.17 0.14
C 1.24 3.88 1.54
C 1.83 1.72 -0.18
H -0.72 -3.30 -1.35
C 1.46 -1.96 -1.52
C 1.92 -2.89 0.69
H -0.26 1.79 3.60
H 2.06 -2.58 -2.20
H 0.61 -1.54 -2.08
H 2.12 -1.14 -1.17
H 2.76 -3.54 0.40
H 2.36 -1.92 0.98
H 1.43 -3.33 1.58
H 2.14 2.52 -0.88
H 2.70 1.41 0.42
H 1.50 0.86 -0.77
H 1.12 4.69 0.80
H 0.76 4.17 2.48
H 2.31 3.72 1.74
H 0.31 1.51 3.16
Cl -0.58 -0.90 3.45
*
```

Properties
Largest force on an atom   0.082 hartree/bohr
HOMO   -12.971 eV
ΔE to the lowest compared entry with this formula, charge and spin   56.82 kcal/mol
HOMO-LUMO gap   3.30 eV

---

Record 8
C32H20CoN10O6SSe as an isolated structure in a non-equilibrium geometry. Source: OMol25; level of theory: wB97M-V/def2-TZVPD.

The geometry in ORCA input format:
```
! wB97M-V def2-TZVPD RIJCOSX def2/J DEFGRID3
* xyz 1 5
Co -1.28 1.35 0.10
Se 0.51 -4.91 -3.89
N 0.40 -3.22 -4.30
C 0.29 -2.53 -3.13
C -0.07 -1.11 -3.19
C -0.10 -0.30 -4.33
C -0.59 0.96 -4.20
C -0.93 1.44 -2.96
N -0.85 0.73 -1.86
C -0.48 -0.60 -1.96
C -0.35 -1.39 -0.66
N -0.65 -0.69 0.45
C -0.59 -1.39 1.64
C -0.22 -2.69 1.80
C 0.10 -3.36 0.61
C 0.00 -2.72 -0.63
C 0.36 -3.32 -1.93
N 0.52 -4.64 -2.08
H 0.25 -0.67 -5.30
H -0.71 1.61 -5.06
H -1.21 2.43 -2.75
H -0.73 -0.74 2.53
H -0.03 -3.12 2.78
H 0.37 -4.44 0.56
S 0.02 3.23 0.33
C 1.47 2.63 -0.23
N 2.29 3.47 -0.84
N 3.55 3.25 -1.02
C 4.49 2.58 -0.23
C 4.38 2.47 1.13
C 5.40 1.80 1.81
C 6.45 1.19 1.19
C 6.60 1.35 -0.21
C 5.63 2.03 -0.89
N 1.82 1.27 -0.02
N 2.45 0.79 -0.97
C 2.87 -0.55 -0.69
C 3.06 -0.94 0.68
C 3.62 -2.19 0.93
C 3.90 -3.05 -0.12
C 3.80 -2.64 -1.48
C 3.31 -1.37 -1.76
H 3.97 4.02 -1.63
H 3.57 2.94 1.67
H 5.27 1.65 2.90
H 7.22 0.65 1.77
H 7.45 0.89 -0.68
H 5.59 2.10 -2.02
H 2.87 -0.15 1.39
H 3.78 -2.57 1.92
H 4.21 -4.09 0.11
H 4.04 -3.27 -2.35
H 3.33 -0.98 -2.78
O -3.32 0.34 -0.14
C -3.61 1.02 0.85
O -2.77 1.84 1.30
C -4.92 0.97 1.54
C -5.95 0.17 1.00
C -7.16 0.27 1.70
C -7.42 1.00 2.84
C -6.35 1.77 3.33
C -5.12 1.73 2.67
N -6.65 2.53 4.55
O -7.68 2.39 5.10
O -5.74 3.27 4.90
N -8.16 -0.79 1.24
O -9.31 -0.62 1.57
O -7.65 -1.71 0.64
H -5.93 -0.58 0.28
H -8.35 0.87 3.36
H -4.31 2.35 3.09
*
```

Properties
Largest force on an atom   0.073 hartree/bohr
⟨S²⟩   6.026
HOMO (alpha / beta)   -11.294 / -11.817 eV
ΔE to the lowest compared entry with this formula, charge and spin   0.00 kcal/mol
HOMO-LUMO gap (alpha / beta)   7.14 / 6.60 eV

---

Record 9
A single C4H9OP molecule. Source: OMol25; level of theory: wB97M-V/def2-TZVPD.

The geometry in ORCA input format:
```
! wB97M-V def2-TZVPD RIJCOSX def2/J DEFGRID3
* xyz 0 1
C 2.19 -0.23 -0.03
C 2.26 1.19 0.45
C -1.95 -0.92 -0.17
C -0.64 -0.15 -0.14
O 3.05 -0.76 -0.69
P 0.73 -1.21 0.56
H 1.56 1.80 -0.13
H 1.96 1.24 1.50
H 3.26 1.59 0.32
H -1.85 -1.81 -0.80
H -2.22 -1.25 0.83
H -2.75 -0.30 -0.57
H -0.74 0.73 0.51
H -0.37 0.20 -1.14
H 0.79 -2.10 -0.51
*
```

Properties
Structure (SMILES)   CCPC(C)=O
Largest force on an atom   0.009 hartree/bohr
HOMO   -8.907 eV
ΔE to the lowest compared entry with this formula, charge and spin   0.00 kcal/mol
HOMO-LUMO gap   9.81 eV

---

Record 10
A 2-piece molecular cluster, CH6S4Si overall in a non-equilibrium geometry. Source: OMol25; level of theory: wB97M-V/def2-TZVPD.

The geometry in ORCA input format:
```
! wB97M-V def2-TZVPD RIJCOSX def2/J DEFGRID3
* xyz 0 1
C 2.26 -1.24 0.43
Si -2.18 0.54 0.18
S -2.44 -1.16 1.21
S -3.70 2.01 -0.48
S -0.31 1.46 -0.51
S 3.33 -1.18 -1.03
H 2.82 -0.76 1.24
H 2.06 -2.25 0.84
H 1.37 -0.71 0.24
H 2.30 -0.81 -1.81
H -4.54 1.42 0.41
H -0.97 2.68 -0.72
*
```

Properties
Structure (SMILES)   S=[Si](S)S.CS
Largest force on an atom   0.043 hartree/bohr
HOMO   -8.996 eV
ΔE to the lowest compared entry with this formula, charge and spin   20.59 kcal/mol
HOMO-LUMO gap   8.52 eV

---

Record 11
A 5-piece molecular cluster, C9H25Cl4O8P overall in a non-equilibrium geometry. Source: OMol25; level of theory: wB97M-V/def2-TZVPD.

The geometry in ORCA input format:
```
! wB97M-V def2-TZVPD RIJCOSX def2/J DEFGRID3
* xyz 1 2
C 0.81 -0.49 3.65
O 0.24 0.75 4.09
P -0.39 1.81 2.94
O -1.07 2.98 3.61
O 0.91 2.00 1.89
C 1.11 3.27 1.21
O -1.32 0.87 2.00
C -2.62 0.55 2.51
H 0.23 -0.92 2.83
H 0.92 -1.24 4.43
H 1.78 -0.27 3.20
H 0.14 3.48 0.75
H 1.97 3.17 0.55
H 1.48 3.88 2.04
H -2.64 -0.38 3.08
H -3.39 0.37 1.77
H -3.00 1.31 3.18
C 4.68 1.86 -1.30
C 4.99 0.43 -0.69
O 3.76 0.07 -0.02
O 3.72 1.80 -2.35
H 5.56 2.45 -1.57
H 4.16 2.37 -0.49
H 5.93 0.44 -0.14
H 5.13 -0.20 -1.57
H 3.13 0.19 -0.74
H 4.02 2.39 -3.04
C -6.10 -1.90 -1.65
C -4.64 -1.62 -1.11
O -4.17 -2.86 -0.64
O -6.92 -2.08 -0.53
H -6.02 -2.80 -2.26
H -6.52 -1.13 -2.29
H -4.59 -0.84 -0.35
H -3.97 -1.21 -1.87
H -4.94 -3.21 -0.18
H -7.55 -2.79 -0.64
C 3.59 -3.04 -2.77
Cl 3.67 -4.14 -1.48
Cl 2.67 -1.64 -2.25
H 4.54 -2.63 -3.12
H 3.07 -3.58 -3.56
C -0.39 0.45 -1.26
Cl -1.22 -0.64 -2.35
Cl -0.63 2.14 -1.91
H -0.76 0.41 -0.23
H 0.65 0.15 -1.35
*
```

Properties
Largest force on an atom   0.069 hartree/bohr
⟨S²⟩   0.755
HOMO (alpha / beta)   -11.680 / -11.680 eV
HOMO-LUMO gap (alpha / beta)   8.58 / 1.81 eV

---

Record 12
A 3-piece molecular cluster, C6H16NO overall in a non-equilibrium geometry. Source: OMol25; level of theory: wB97M-V/def2-TZVPD.

The geometry in ORCA input format:
```
! wB97M-V def2-TZVPD RIJCOSX def2/J DEFGRID3
* xyz 1 1
C -0.30 -0.73 -2.72
C -0.42 -0.13 -1.26
C 0.82 0.58 -0.65
C 1.63 -0.11 0.36
C 1.54 0.04 1.69
C 2.30 -0.77 2.68
N -1.48 0.71 -1.26
H -1.30 -0.86 -3.15
H 0.21 -0.01 -3.33
H 0.19 -1.68 -2.70
H -0.62 -1.00 -0.60
H 0.52 1.58 -0.33
H 1.50 0.80 -1.49
H 2.27 -0.93 0.00
H 0.81 0.76 2.07
H 1.56 -1.03 3.46
H 3.03 -0.20 3.23
H 2.63 -1.70 2.25
H -2.32 0.25 -1.65
H -7.00 -2.30 1.22
H -1.74 0.91 0.27
H -2.40 1.48 1.63
H -6.42 -2.75 1.36
O -1.65 1.06 1.20
*
```

Properties
Largest force on an atom   0.047 hartree/bohr
HOMO   -12.875 eV
ΔE to the lowest compared entry with this formula, charge and spin   175.98 kcal/mol
HOMO-LUMO gap   3.75 eV